Entry 1:
{"formula": "C22H30Cl3MnN6O4Si", "method": "ωB97M-V with the def2-TZVPD basis set", "elements": ["Mn", "N", "N", "C", "N", "N", "N", "O", "O", "H", "H", "H", "H", "H", "C", "Si", "C", "N", "C", "C", "C", "C", "C", "C", "C", "C", "C", "C", "C", "C", "C", "C", "C", "C", "C", "H", "H", "H", "H", "H", "H", "H", "H", "H", "H", "H", "H", "H", "H", "H", "H", "H", "H", "H", "H", "H", "H", "H", "H", "Cl", "C", "Cl", "Cl", "C", "O", "O", "H"], "xyz": [[-1.60, 0.45, -0.04], [-2.34, 1.78, 1.24], [-2.91, 1.10, 2.23], [-2.89, -0.33, 2.20], [-3.51, -1.05, 3.27], [-2.33, -0.86, 1.22], [-2.15, -2.25, 0.91], [-1.57, -2.58, -0.08], [-2.57, -3.10, 1.64], [-1.55, 2.44, 1.57], [-3.02, 2.44, 0.72], [-3.36, 1.60, 3.01], [-3.95, -0.51, 4.03], [-3.55, -2.07, 3.35], [-0.09, 0.45, 1.39], [1.49, -0.11, 0.70], [1.32, 0.41, -1.15], [-0.13, 0.45, -1.44], [-0.47, 1.56, -2.34], [0.10, 1.39, -3.75], [-0.01, -0.05, -4.26], [-1.01, -0.85, -3.44], [-0.64, -0.84, -1.95], [2.96, 0.75, 1.53], [3.00, 2.16, 1.58], [4.07, 2.83, 2.19], [5.11, 2.10, 2.76], [5.09, 0.71, 2.72], [4.02, 0.04, 2.12], [1.77, -1.97, 0.88], [2.58, -2.67, -0.03], [2.79, -4.04, 0.10], [2.20, -4.74, 1.14], [1.39, -4.07, 2.06], [1.18, -2.69, 1.93], [-0.25, 1.55, 1.73], [-0.61, 0.09, 2.56], [1.89, -0.24, -1.82], [1.76, 1.41, -1.21], [-0.13, 2.52, -1.92], [-1.56, 1.65, -2.40], [1.15, 1.70, -3.78], [-0.44, 2.06, -4.43], [0.97, -0.53, -4.21], [-0.30, -0.05, -5.32], [-1.04, -1.89, -3.80], [-2.01, -0.44, -3.58], [0.06, -1.65, -1.75], [-1.55, -1.09, -1.38], [2.20, 2.76, 1.15], [4.08, 3.91, 2.22], [5.94, 2.62, 3.24], [5.90, 0.14, 3.17], [4.04, -1.05, 2.12], [3.07, -2.15, -0.86], [3.42, -4.56, -0.61], [2.36, -5.81, 1.25], [0.92, -4.61, 2.87], [0.54, -2.20, 2.66], [-2.96, 3.62, -3.40], [-4.15, 3.03, -2.18], [-5.52, 2.27, -3.08], [-4.78, 4.47, -1.30], [-3.54, 2.00, -1.16], [-4.34, 1.55, -0.27], [-2.32, 1.70, -1.29], [-2.25, -0.68, -1.18]], "lowdin_spin": [4.0139, 0.0748, 0.0498, 0.1426, 0.0567, -0.0152, 0.3416, 0.2129, 0.2301, 0.0097, 0.0069, 0.0051, 0.0045, -0.0009, 0.0511, 0.0216, 0.0076, 0.0592, 0.0058, 0.0021, -0.0034, -0.0057, -0.1433, 0.0045, 0.0041, 0.0001, 0.0034, -0.0001, 0.0037, 0.0013, 0.0005, 0.0001, 0.0005, 0.0013, 0.0026, 0.0119, 0.0103, 0.0007, -0.0003, 0.0003, 0.0000, 0.0000, 0.0005, -0.0005, -0.0008, 0.0005, -0.0039, -0.0067, -0.0683, 0.0003, -0.0001, 0.0003, -0.0001, 0.0001, 0.0001, 0.0000, 0.0000, 0.0004, 0.0006, 0.0007, 0.0027, 0.0016, 0.0020, 0.0149, 0.0200, 0.0443, -0.1811], "homo_energy_ev": [-1.35, -3.92], "lumo_ev": [2.30, 2.28], "total_charge": -1, "multiplicity": 6, "homo_lumo_gap_ev": [3.6525, 6.1982], "s_squared": 9.20, "max_force_ev_per_a": 7.86, "mol_weight_g_mol": 631.90}

=====

Entry 2:
{"formula": "C22H30F5N2OP2RhS", "method": "ωB97M-V with the def2-TZVPD basis set", "elements": ["Rh", "C", "P", "C", "C", "C", "P", "C", "C", "H", "H", "H", "H", "H", "H", "H", "H", "H", "H", "H", "H", "H", "H", "H", "H", "F", "C", "C", "F", "C", "F", "C", "S", "C", "F", "C", "F", "C", "C", "N", "C", "C", "C", "O", "C", "C", "C", "C", "N", "C", "H", "H", "H", "H", "H", "H", "H", "H", "H", "H", "H", "H", "H", "H"], "xyz": [[-0.88, -1.09, -1.06], [-2.05, -3.52, -3.57], [-1.05, -2.04, -3.29], [0.53, -2.32, -4.13], [-1.87, -0.70, -4.23], [-1.28, 0.68, -3.90], [-1.36, 1.06, -2.10], [-3.05, 1.65, -1.81], [-0.28, 2.49, -1.86], [-2.16, -3.72, -4.64], [-3.03, -3.40, -3.13], [-1.57, -4.38, -3.11], [0.36, -2.57, -5.18], [1.07, -3.14, -3.65], [1.16, -1.42, -4.08], [-2.94, -0.73, -3.99], [-1.78, -0.90, -5.30], [-1.80, 1.46, -4.46], [-0.23, 0.73, -4.20], [-3.24, 2.56, -2.38], [-3.19, 1.86, -0.75], [-3.77, 0.89, -2.11], [-0.59, 3.31, -2.50], [0.75, 2.23, -2.10], [-0.33, 2.82, -0.82], [-3.26, -2.00, 5.71], [-3.20, -1.93, 4.41], [-4.21, -2.51, 3.64], [-5.22, -3.12, 4.23], [-4.14, -2.43, 2.27], [-5.09, -2.97, 1.54], [-3.05, -1.78, 1.62], [-3.03, -1.73, -0.07], [-2.06, -1.21, 2.44], [-1.05, -0.55, 1.87], [-2.12, -1.27, 3.81], [-1.19, -0.71, 4.56], [0.84, 2.42, 2.90], [2.10, 1.57, 3.08], [3.16, 1.91, 2.15], [3.88, 3.18, 2.36], [3.52, 4.23, 1.32], [3.63, 1.10, 1.18], [4.62, 1.32, 0.51], [2.88, -0.18, 0.87], [3.55, -1.39, 0.91], [2.90, -2.54, 0.49], [1.62, -2.44, -0.01], [0.98, -1.26, -0.09], [1.60, -0.16, 0.37], [0.04, 2.05, 3.55], [0.49, 2.40, 1.87], [1.03, 3.46, 3.17], [1.87, 0.51, 2.99], [2.48, 1.70, 4.10], [4.95, 2.96, 2.32], [3.65, 3.52, 3.36], [3.80, 3.89, 0.32], [4.06, 5.16, 1.52], [2.45, 4.45, 1.34], [4.58, -1.43, 1.26], [3.39, -3.51, 0.53], [1.08, -3.30, -0.38], [1.04, 0.77, 0.30]], "lowdin_spin": [2.1148, 0.0295, 0.1535, 0.0329, 0.0216, 0.0185, 0.1529, 0.0307, 0.0327, 0.0065, 0.0007, 0.0007, 0.0065, 0.0005, 0.0006, 0.0002, 0.0036, 0.0032, 0.0003, 0.0055, 0.0016, 0.0020, 0.0070, 0.0003, 0.0006, 0.0519, 0.1355, -0.0074, -0.0104, 0.0912, 0.0284, 0.1347, 0.6252, 0.0697, 0.0346, 0.0066, -0.0052, 0.0000, -0.0001, 0.0000, 0.0000, 0.0000, 0.0003, 0.0004, 0.0032, 0.0104, 0.0044, 0.0306, 0.1270, 0.0280, 0.0000, 0.0000, 0.0000, 0.0000, 0.0000, 0.0000, 0.0000, 0.0000, 0.0000, 0.0000, 0.0006, 0.0004, 0.0078, 0.0055], "homo_energy_ev": [-14.01, -14.02], "lumo_ev": [-5.31, -9.10], "total_charge": 2, "multiplicity": 5, "homo_lumo_gap_ev": [8.7053, 4.9191], "s_squared": 6.03, "max_force_ev_per_a": 0.20, "mol_weight_g_mol": 630.41}

=====

Entry 3:
{"formula": "C22H30INO5", "method": "ωB97M-V with the def2-TZVPD basis set", "elements": ["C", "C", "O", "C", "C", "O", "C", "C", "O", "C", "C", "C", "C", "C", "C", "C", "I", "C", "C", "C", "C", "O", "C", "C", "C", "C", "N", "C", "O", "H", "H", "H", "H", "H", "H", "H", "H", "H", "H", "H", "H", "H", "H", "H", "H", "H", "H", "H", "H", "H", "H", "H", "H", "H", "H", "H", "H", "H", "H"], "xyz": [[3.89, 2.37, 2.19], [3.50, 1.75, 0.74], [4.04, 2.64, -0.29], [3.09, 2.71, -1.40], [3.13, 1.35, -2.30], [1.94, 0.54, -2.17], [2.23, -0.82, -1.79], [1.30, -1.90, -2.59], [1.37, -3.15, -1.88], [0.04, -3.76, -1.76], [-0.75, -2.91, -0.66], [-0.18, -2.95, 0.81], [-0.87, -2.12, 1.95], [-0.24, -2.14, 3.45], [0.78, -0.87, 3.58], [0.83, -0.51, 5.16], [2.73, -1.40, 2.77], [-2.14, -1.23, 1.66], [-2.65, -1.22, 0.21], [-1.99, -2.05, -0.97], [-2.63, -1.91, -2.45], [-2.73, -2.88, -3.24], [-3.17, -0.43, -2.80], [-3.77, 0.31, -1.72], [-4.27, 1.83, -2.03], [-3.71, 2.70, -0.77], [-3.42, 4.13, -1.13], [-3.91, -0.32, -0.24], [-4.92, -0.15, 0.49], [3.76, 3.51, 2.15], [3.24, 1.94, 3.02], [5.00, 2.18, 2.40], [2.35, 1.73, 0.68], [3.92, 0.68, 0.60], [3.51, 3.56, -2.07], [2.04, 3.00, -1.07], [4.11, 0.84, -2.03], [3.20, 1.73, -3.40], [3.30, -1.16, -1.96], [2.05, -0.91, -0.65], [0.24, -1.51, -2.79], [1.81, -2.00, -3.63], [-0.42, -3.69, -2.82], [0.06, -4.86, -1.48], [0.76, -3.56, 1.06], [-1.12, -1.99, 4.18], [0.30, -3.14, 3.61], [0.35, 0.03, 3.00], [1.33, -1.40, 5.68], [-0.26, -0.46, 5.52], [1.41, 0.47, 5.33], [-2.63, -0.60, 2.49], [-3.05, -0.03, -3.85], [-5.40, 1.90, -2.16], [-3.68, 2.19, -2.95], [-2.69, 2.24, -0.46], [-4.40, 2.56, 0.13], [-2.51, 4.38, -0.69], [-4.10, 4.73, -0.63]], "lowdin_charge": [-0.0979, -0.2873, -0.2130, -0.1636, -0.1712, -0.1771, -0.1681, -0.1617, -0.1882, -0.1494, -0.0623, 0.0388, -0.1520, -0.2377, -0.7464, -0.1742, 0.8302, 0.0468, -0.0319, 0.0065, -0.2705, 0.0346, 0.0585, -0.1081, -0.1209, -0.2805, -0.0409, -0.2507, 0.0491, 0.0824, 0.0436, 0.0812, 0.1190, 0.0857, 0.1301, 0.1277, 0.1297, 0.1274, 0.1294, 0.1093, 0.1220, 0.1393, 0.1236, 0.1383, 0.1014, 0.1150, 0.1064, 0.0914, 0.0778, 0.0777, 0.0803, 0.1197, 0.1247, 0.1173, 0.1169, 0.1236, 0.1135, 0.0675, 0.0673], "homo_energy_ev": -9.08, "lumo_ev": -1.09, "smiles": "CCOCCOCCOCc1cc(C[C@@H](C)I)cc2c1C(=O)C=C(CCN)C2=O", "total_charge": 0, "homo_lumo_gap_ev": 7.9848, "max_force_ev_per_a": 4.49, "mol_weight_g_mol": 515.39}